[1]
Density functional theory data (ωB97M-V/def2-TZVPD) for a molecular structure, AsF6H24O12 at a distorted geometry.

```
43
Properties=species:S:1:pos:R:3
As -0.60 0.05 0.15
F -2.28 -0.20 0.67
F -0.09 0.13 1.90
F 1.19 0.16 -0.38
F -1.05 -0.06 -1.58
F -0.80 1.82 0.12
F -0.51 -1.76 0.31
O -2.35 -2.64 -2.12
H -3.29 -2.46 -2.11
H -1.96 -1.92 -1.61
O 3.75 2.33 0.22
H 4.61 2.40 0.62
H 3.72 1.43 -0.12
O -1.78 3.89 -1.97
H -1.22 3.42 -1.36
H -1.52 4.81 -1.88
O -0.37 -4.25 -1.21
H -0.69 -4.37 -0.32
H -0.96 -3.60 -1.59
O 2.09 1.32 -3.08
H 1.64 0.92 -2.35
H 3.02 1.23 -2.87
O 1.23 3.09 2.29
H 1.27 2.41 1.62
H 0.42 2.91 2.77
O 0.93 0.09 4.67
H 0.55 0.64 5.36
H 0.56 0.43 3.86
O 2.91 -1.49 0.56
H 2.84 -2.12 -0.15
H 2.15 -0.91 0.45
O -0.14 -4.61 1.97
H 0.61 -5.20 2.03
H 0.24 -3.73 1.96
O -0.41 -1.29 -4.35
H 0.16 -2.04 -4.50
H 0.17 -0.61 -4.01
O -1.04 2.35 3.13
H -1.10 1.55 2.61
H -1.87 2.40 3.60
O -3.58 1.06 -1.40
H -3.18 0.49 -0.75
H -3.30 1.94 -1.16
```

Properties
2S+1	2
<S²>	0.757
HOMO-LUMO gap (alpha / beta)	9.59 / 1.78	eV
HOMO energy (alpha / beta)	-10.8243 / -10.0994	eV
energy relative to the best compared isomer or geometry (same formula, charge and spin)	157.8	kJ/mol

***

[2]
Density functional theory data (ωB97M-V/def2-TZVPD) for a single FHN2O3 molecule at a distorted geometry.

```
7
Properties=species:S:1:pos:R:3
O -0.34 0.80 -1.89
N -0.96 1.40 -1.08
N -1.84 2.20 -1.22
F -2.27 2.66 0.00
O -0.62 1.17 0.29
O -0.22 -0.13 0.31
H 0.73 0.03 0.52
```

Properties
SMILES	[O-]/[N+](=N/F)OO
HOMO-LUMO gap	11.62	eV
HOMO energy	-11.0598	eV
energy relative to the best compared isomer or geometry (same formula, charge and spin)	320.3	kJ/mol

***

[3]
Density functional theory data (ωB97M-V/def2-TZVPD) for 4 unconnected molecules or ions with the total composition C3H14NO3 at a distorted geometry.

```
21
Properties=species:S:1:pos:R:3
C -0.55 -0.57 -1.14
C -0.39 -0.94 0.30
C -0.37 -2.24 0.68
N -0.15 0.17 1.26
H -0.23 0.40 -1.31
H 0.40 -1.00 -1.69
H -1.38 -0.91 -1.54
H -0.58 -2.74 1.60
H -0.35 -2.92 -0.21
H 0.39 -0.17 2.21
H -1.05 0.60 1.76
H 0.23 1.01 0.80
H -4.71 -0.86 1.10
H -3.83 -1.72 0.00
O -3.83 -1.03 0.69
H 1.63 2.69 2.19
H 2.42 1.80 3.30
O 1.85 1.76 2.45
H 2.47 2.14 -4.65
H 3.83 1.61 -4.62
O 3.20 1.94 -3.98
```

Properties
total charge	+1
HOMO-LUMO gap	10.35	eV
HOMO energy	-13.7329	eV
energy relative to the best compared isomer or geometry (same formula, charge and spin)	293.4	kJ/mol

***

[4]
Density functional theory data (ωB97M-V/def2-TZVPD) for 2 unconnected molecules or ions with the total composition C3H9NO at a distorted geometry.

```
14
Properties=species:S:1:pos:R:3
C -2.60 -0.45 0.19
C -1.44 0.23 -0.52
O -1.55 1.36 -0.93
H -3.07 0.21 0.91
H -3.32 -0.66 -0.61
H -2.20 -1.33 0.70
H -0.51 -0.32 -0.65
C 2.36 -0.14 -0.30
N 1.41 0.47 0.63
H 3.30 0.41 -0.23
H 2.60 -1.17 -0.03
H 2.00 -0.20 -1.33
H 1.47 0.13 1.58
H 1.53 1.47 0.59
```

Properties
SMILES	CC=O.CN
HOMO-LUMO gap	10.13	eV
HOMO energy	-9.1203	eV
energy relative to the best compared isomer or geometry (same formula, charge and spin)	138.4	kJ/mol

***

[5]
Density functional theory data (ωB97M-V/def2-TZVPD) for a molecular structure, C6H8OPSr at a distorted geometry.

```
17
Properties=species:S:1:pos:R:3
C 0.21 -0.25 -1.00
C -0.76 -0.98 -1.72
C -0.37 -2.34 -1.79
C 0.88 -2.52 -1.12
C 1.31 -1.29 -0.60
Sr 1.99 1.49 1.65
P -0.45 2.99 1.42
H 0.24 0.83 -0.81
H -1.66 -0.55 -2.15
H -0.93 -3.13 -2.29
H 2.24 -1.06 -0.07
H 1.42 -3.46 -1.03
H -1.82 2.59 1.60
H -0.68 3.73 0.21
H -0.54 4.14 2.28
O -1.02 -0.35 2.90
C -0.06 0.18 2.52
```

Properties
total charge	-1
HOMO-LUMO gap (alpha / beta)	4.28 / 4.27	eV
HOMO energy (alpha / beta)	-1.5509 / -1.5556	eV

***

[6]
Density functional theory data (ωB97M-V/def2-TZVPD) for a molecular structure, C30H33N7O5PTeZn at a distorted geometry.

```
78
Properties=species:S:1:pos:R:3
Zn -0.93 0.48 -0.44
C -0.58 -5.85 0.11
C -0.31 -4.41 0.45
C 0.65 -3.75 -0.33
C 0.99 -2.44 0.01
C 0.27 -1.67 0.90
N 0.42 -0.25 0.93
C 0.72 0.30 2.08
C 1.34 -0.50 3.07
C 1.46 -0.15 4.41
C 1.05 1.13 4.83
C 0.95 1.62 6.28
C 0.54 1.98 3.83
C 0.40 1.61 2.52
N -0.23 2.56 1.69
C -0.14 3.90 1.85
C -0.91 4.48 0.87
C -1.38 3.42 0.09
N -0.98 2.26 0.57
C -0.71 -2.34 1.58
C -1.06 -3.69 1.39
N -1.41 -1.65 2.62
C -1.39 -1.92 3.92
C -2.10 -0.95 4.60
C -2.62 -0.19 3.55
N -2.20 -0.59 2.35
H 0.35 -6.34 -0.23
H -1.34 -5.97 -0.73
H -0.93 -6.40 0.99
H 1.15 -4.36 -1.05
H 1.69 -1.84 -0.53
H 1.71 -1.56 2.85
H 1.82 -0.87 5.13
H 0.13 2.31 6.48
H 1.96 2.10 6.61
H 0.92 0.70 6.82
H 0.06 2.90 4.13
H 0.46 4.20 2.68
H -1.00 5.53 0.56
H -2.07 3.46 -0.72
H -1.77 -4.15 2.03
H -0.85 -2.80 4.31
H -2.35 -0.96 5.67
H -3.33 0.62 3.59
O -2.93 0.44 -1.22
N -3.12 -0.28 -2.24
N -2.15 -1.14 -2.41
O -1.06 -1.29 -1.65
C -2.07 -1.89 -3.65
C -2.76 -1.48 -4.79
C -2.60 -2.12 -5.94
C -1.86 -3.33 -6.01
C -1.13 -3.74 -4.89
C -1.23 -2.98 -3.72
H -3.57 -0.72 -4.74
H -3.05 -1.77 -6.88
H -1.80 -3.83 -6.94
H -0.56 -4.66 -4.79
H -0.59 -3.18 -2.84
C 1.81 1.41 -4.99
C 2.80 2.16 -4.09
O 2.44 2.09 -2.69
P 1.06 2.66 -2.09
O -0.10 1.67 -2.09
Te 0.62 4.85 -2.92
O 1.59 2.77 -0.56
C 2.37 3.88 -0.11
C 3.22 3.35 1.01
H 2.25 1.40 -5.99
H 0.88 1.93 -5.08
H 1.52 0.44 -4.52
H 2.90 3.22 -4.43
H 3.83 1.67 -4.09
H 1.68 4.72 0.10
H 3.03 4.20 -0.93
H 2.57 3.23 1.88
H 4.02 3.99 1.24
H 3.53 2.35 0.74
```

Properties
total charge	-1
HOMO-LUMO gap	6.85	eV
HOMO energy	-4.2592	eV
energy relative to the best compared isomer or geometry (same formula, charge and spin)	0.0	kJ/mol

***

[7]
Density functional theory data (ωB97M-V/def2-TZVPD) for a molecular structure, C3H5N3 at a distorted geometry.

```
11
Properties=species:S:1:pos:R:3
C -0.61 0.57 1.46
N -0.13 -0.45 0.56
C 0.29 -0.31 -0.68
N 0.08 -1.47 -1.29
C 0.89 0.85 -1.29
N 1.40 1.75 -1.82
H -0.12 1.53 1.29
H -1.69 0.71 1.36
H -0.41 0.26 2.49
H -0.34 -1.66 -0.02
H 0.66 -1.77 -2.06
```

Properties
HOMO-LUMO gap	9.63	eV
HOMO energy	-9.3584	eV
energy relative to the best compared isomer or geometry (same formula, charge and spin)	278.6	kJ/mol

***

[8]
Density functional theory data (ωB97M-V/def2-TZVPD) for a single C6H13N molecule at a distorted geometry.

```
20
Properties=species:S:1:pos:R:3
C 3.20 0.06 0.01
C 1.89 0.06 0.15
C 0.93 0.37 -0.97
C -0.21 -0.61 -1.22
C -1.58 -0.29 -0.60
N -1.71 -0.68 0.83
C -2.04 0.42 1.73
H 3.82 -0.33 0.82
H 3.72 0.25 -0.92
H 1.48 0.02 1.16
H 1.55 0.39 -1.86
H 0.51 1.39 -0.95
H 0.09 -1.66 -1.13
H -0.45 -0.56 -2.29
H -1.70 0.79 -0.67
H -2.30 -0.86 -1.20
H -0.77 -0.96 1.10
H -3.10 0.37 1.99
H -1.86 1.44 1.37
H -1.48 0.38 2.66
```

Properties
SMILES	C=CCCCNC
HOMO-LUMO gap	10.07	eV
HOMO energy	-8.9325	eV
energy relative to the best compared isomer or geometry (same formula, charge and spin)	138.5	kJ/mol

***

[9]
Density functional theory data (ωB97M-V/def2-TZVPD) for a single CH3N3O2S molecule at a distorted geometry.

```
10
Properties=species:S:1:pos:R:3
C -0.41 -0.36 0.66
N 1.85 -0.83 0.08
N 0.81 -0.41 -0.12
N 0.18 -2.49 1.92
O 0.28 -3.59 2.38
O 0.42 0.27 -1.44
S -1.07 -2.05 0.91
H -0.20 0.09 1.63
H -1.18 0.20 0.11
H 1.19 0.29 -2.02
```

Properties
HOMO-LUMO gap (alpha / beta)	8.73 / 8.73	eV
HOMO energy (alpha / beta)	-9.1687 / -9.1693	eV
energy relative to the best compared isomer or geometry (same formula, charge and spin)	502.6	kJ/mol

***

[10]
Density functional theory data (ωB97M-V/def2-TZVPD) for 9 unconnected molecules or ions with the total composition C58H89BrF4N5O20 at a distorted geometry.

```
177
Properties=species:S:1:pos:R:3
C 8.66 -0.48 -0.11
C 8.23 -0.21 -1.70
O 6.79 -0.48 -1.83
C 6.11 0.60 -2.60
C 5.33 1.55 -1.46
O 4.59 0.61 -0.60
C 3.25 1.21 -0.24
C 2.30 0.08 0.54
C 3.25 -0.46 1.78
C 3.25 -2.04 2.34
C 4.22 -2.56 3.59
C 5.31 -1.55 4.34
C 5.36 -0.01 3.78
C 4.37 0.50 2.58
N 2.11 -0.95 -0.58
C 1.09 -2.00 -0.29
N 1.40 -3.29 -0.73
C 0.56 -4.52 -0.50
C 0.76 -5.22 0.99
O -0.34 -4.72 1.86
C 0.40 -6.84 0.75
F -0.15 -7.40 2.05
F 1.58 -7.65 0.37
F -0.75 -6.95 -0.22
N -0.13 -1.70 0.48
N -1.33 -1.96 -0.05
C -0.03 -0.60 1.50
C -1.46 -0.31 2.24
C -1.90 -1.57 3.25
C -1.30 -1.33 4.79
N -1.77 -0.21 5.71
O -0.38 -2.17 5.32
C 0.84 0.72 1.07
C 1.23 1.75 2.29
C 1.13 1.26 3.81
F 0.04 2.05 4.50
C 0.30 1.63 -0.14
C -1.24 2.04 -0.33
C -2.20 0.93 -1.12
Br -2.21 2.92 1.19
H 9.82 -0.35 0.04
H 8.32 -1.54 0.28
H 8.12 0.37 0.50
H 8.54 0.90 -1.93
H 8.91 -0.97 -2.32
H 6.84 1.21 -3.28
H 5.23 0.07 -3.19
H 6.13 2.11 -0.78
H 4.68 2.40 -1.95
H 2.80 1.51 -1.30
H 3.50 2.15 0.39
H 2.53 -2.85 1.91
H 4.18 -3.67 3.99
H 6.03 -1.86 5.22
H 6.11 0.78 4.26
H 4.47 1.65 2.27
H 3.04 -1.48 -0.66
H 2.31 -3.44 -1.26
H -0.59 -4.40 -0.70
H 0.93 -5.34 -1.28
H 1.83 -5.08 1.44
H -1.21 -4.88 1.35
H -1.23 -2.16 -1.09
H -1.77 -2.81 0.40
H 0.62 -1.13 2.36
H -2.38 -0.14 1.54
H -1.45 0.64 2.97
H -1.33 -2.51 2.83
H -3.05 -1.79 3.23
H -0.89 0.26 6.08
H -2.13 -0.73 6.57
H 2.29 2.27 2.17
H 0.49 2.68 2.18
H 0.97 0.14 4.05
H 2.12 1.59 4.38
H 0.64 1.14 -1.17
H 0.91 2.66 -0.10
H -1.20 2.93 -1.14
H -1.47 0.16 -1.62
H -3.03 0.47 -0.44
H -2.77 1.45 -2.03
O -2.76 -4.28 -0.46
C -3.45 -4.40 -1.46
O -4.15 -3.38 -2.04
C -4.93 -3.90 -3.11
C -4.26 -5.19 -3.51
C -3.70 -5.68 -2.20
H -5.96 -4.06 -2.76
H -4.95 -3.18 -3.94
H -4.94 -5.90 -3.99
H -3.44 -4.98 -4.21
H -4.43 -6.28 -1.65
H -2.77 -6.24 -2.35
O -5.85 -7.24 -5.76
C -4.94 -7.00 -6.54
O -3.68 -6.63 -6.17
C -2.92 -6.33 -7.34
C -3.61 -7.06 -8.46
C -5.05 -7.03 -8.04
H -2.92 -5.24 -7.49
H -1.89 -6.67 -7.20
H -3.43 -6.61 -9.44
H -3.26 -8.10 -8.50
H -5.56 -6.12 -8.38
H -5.59 -7.92 -8.37
O -4.63 -0.04 -3.92
C -5.24 0.91 -3.43
O -4.72 2.16 -3.29
C -5.66 2.98 -2.59
C -6.99 2.31 -2.79
C -6.62 0.85 -2.87
H -5.37 3.02 -1.54
H -5.64 3.99 -3.00
H -7.71 2.54 -2.00
H -7.43 2.63 -3.75
H -6.59 0.39 -1.88
H -7.30 0.30 -3.53
O 5.49 3.98 -3.52
C 4.89 3.67 -4.54
O 4.80 2.39 -5.02
C 4.12 2.41 -6.27
C 3.31 3.68 -6.27
C 4.17 4.62 -5.45
H 4.86 2.39 -7.08
H 3.48 1.53 -6.36
H 3.09 4.06 -7.27
H 2.36 3.52 -5.75
H 4.91 5.14 -6.07
H 3.57 5.33 -4.89
O 11.01 1.98 -0.37
C 10.74 2.36 0.76
O 9.47 2.62 1.21
C 9.54 3.14 2.53
C 10.87 2.69 3.07
C 11.74 2.65 1.84
H 9.47 4.23 2.48
H 8.70 2.76 3.12
H 11.26 3.33 3.86
H 10.77 1.67 3.48
H 12.20 3.62 1.64
H 12.49 1.87 1.90
O 3.81 7.72 -5.78
C 3.54 8.10 -4.65
O 2.27 8.36 -4.21
C 2.34 8.88 -2.88
C 3.67 8.42 -2.34
C 4.54 8.39 -3.57
H 2.27 9.97 -2.94
H 1.50 8.50 -2.29
H 4.06 9.07 -1.55
H 3.57 7.41 -1.93
H 5.00 9.36 -3.77
H 5.29 7.60 -3.51
O -7.82 1.05 4.60
C -6.81 1.27 5.26
O -5.59 1.56 4.73
C -4.62 1.64 5.78
C -5.42 1.93 7.02
C -6.72 1.21 6.76
H -4.09 0.69 5.83
H -3.91 2.44 5.56
H -4.92 1.60 7.94
H -5.60 3.00 7.11
H -6.68 0.16 7.07
H -7.56 1.72 7.22
O -12.59 -0.30 8.89
C -11.82 -0.48 7.95
O -10.94 0.45 7.49
C -10.29 -0.05 6.33
C -10.42 -1.55 6.41
C -11.75 -1.72 7.12
H -10.79 0.36 5.44
H -9.25 0.27 6.32
H -10.38 -2.04 5.44
H -9.62 -1.95 7.04
H -12.58 -1.73 6.42
H -11.75 -2.62 7.74
```

Properties
total charge	+1
HOMO-LUMO gap	7.67	eV
HOMO energy	-10.7082	eV

***

[11]
Density functional theory data (ωB97M-V/def2-TZVPD) for 6 unconnected molecules or ions with the total composition CH13NO4 at a distorted geometry.

```
19
Properties=species:S:1:pos:R:3
C 1.16 -0.54 0.50
N 0.81 0.14 -0.69
H 0.25 -0.87 1.09
H 1.94 -0.04 1.05
H 1.53 -1.54 0.21
H 0.04 -0.37 -1.07
H 0.48 1.12 -0.47
H 0.25 -4.03 -1.68
H -0.06 -3.33 -0.43
O 0.47 -4.06 -0.74
H -0.89 -2.08 -0.84
H -1.95 0.17 -0.55
O -2.22 1.09 -0.50
H 0.06 2.19 1.14
H 0.04 3.53 -0.73
O -0.11 2.67 -0.33
H -1.38 1.60 -0.68
H -0.40 2.50 2.67
O -0.03 1.85 2.08
```

Properties
HOMO-LUMO gap	3.86	eV
HOMO energy	-9.8077	eV
energy relative to the best compared isomer or geometry (same formula, charge and spin)	950.2	kJ/mol

***

[12]
Density functional theory data (ωB97M-V/def2-TZVPD) for a molecular structure, C18H21BCuN9OSSe.

```
53
Properties=species:S:1:pos:R:3
Cu 0.36 0.26 0.00
C -0.19 1.69 4.12
C -0.48 0.73 3.13
N 0.20 1.00 2.01
N 0.92 2.10 2.25
C 0.71 2.54 3.51
B 1.86 2.72 1.18
N 2.90 1.68 0.73
C 4.24 1.72 0.88
C 4.77 0.57 0.34
C 3.64 -0.14 -0.12
N 2.53 0.54 0.12
N 1.03 3.20 -0.04
C 0.92 4.44 -0.53
C 0.10 4.40 -1.64
C -0.26 3.04 -1.74
N 0.30 2.33 -0.78
H -0.58 1.74 5.12
H -1.13 -0.12 3.17
H 1.21 3.41 3.88
H 2.41 3.67 1.67
H 4.71 2.57 1.36
H 5.80 0.28 0.29
H 3.60 -1.10 -0.61
H 1.44 5.26 -0.07
H -0.19 5.21 -2.28
H -0.89 2.56 -2.47
Se -3.89 -3.01 -1.21
N -4.88 -1.97 -0.17
C -4.13 -0.93 0.12
C -4.55 0.19 0.90
C -3.68 1.20 1.05
C -2.37 1.13 0.46
N -1.91 0.12 -0.23
C -2.79 -0.91 -0.45
N -2.48 -1.94 -1.21
H -5.54 0.19 1.34
H -3.93 2.09 1.61
H -1.69 1.96 0.60
O 0.80 -1.97 -0.45
S 1.42 -2.83 -1.51
C 1.04 -4.53 -1.04
C -0.45 -4.69 -1.30
C -0.64 -4.17 -2.73
C 0.20 -2.89 -2.87
H 1.34 -4.65 0.00
H 1.64 -5.19 -1.67
H -1.00 -4.07 -0.60
H -0.78 -5.72 -1.19
H -1.68 -3.97 -2.97
H -0.29 -4.92 -3.44
H -0.39 -1.99 -2.71
H 0.73 -2.82 -3.82
```

Properties
HOMO-LUMO gap	5.67	eV
HOMO energy	-6.8411	eV
energy relative to the best compared isomer or geometry (same formula, charge and spin)	10.2	kJ/mol